1.
This record from OMol25 describes one molecule with the formula C5H14N2O. The level of theory is the ωB97M-V functional and the def2-TZVPD basis.

```
22
Properties=species:S:1:pos:R:3:forces:R:3:mulliken_charge:R:1
C -0.46584 -1.49592 -1.57932 -0.5 0.1 1.5 -1.11
N 0.49255 -0.44620 -1.24859 0.0 -0.1 -1.5 0.07
C 1.27036 -0.10446 -2.45704 -0.5 2.3 0.5 -1.05
C -0.18636 0.76477 -0.75148 0.9 -1.0 0.4 -1.18
C -0.57092 0.63266 0.72451 0.6 -0.1 0.6 0.36
N -0.70890 1.99925 1.26007 -1.1 -0.3 -0.2 -0.69
C 0.43986 -0.17177 1.59280 -0.6 -0.8 0.5 -0.57
O -0.25135 -1.15380 2.39778 0.1 -0.2 -0.2 -0.57
H -1.16638 -1.49970 -0.73197 0.0 -0.4 -0.3 0.36
H -1.07789 -1.37107 -2.48013 0.2 0.3 -0.2 0.40
H 0.01724 -2.47065 -1.59805 0.1 0.0 -0.2 0.32
H 1.18003 -0.79621 -3.28348 0.5 -0.5 0.2 0.37
H 0.88659 0.85963 -2.87159 -0.2 -0.5 -0.1 0.33
H 2.26508 0.24021 -2.16261 0.4 -0.9 -0.3 0.32
H -1.02709 0.97692 -1.41934 -0.2 0.5 0.3 0.34
H 0.54574 1.57637 -0.76280 -0.1 0.1 -0.4 0.46
H -1.48188 0.04339 0.85881 -0.3 0.5 -0.1 0.37
H -1.18834 2.00892 2.15774 0.2 0.0 -0.2 0.27
H 0.19883 2.42288 1.37255 0.2 0.1 0.1 0.28
H 1.14737 -0.79863 1.06063 0.1 0.4 -0.4 0.28
H 0.94380 0.50833 2.27146 0.4 0.2 -0.1 0.34
H -0.63047 -0.76286 3.18395 -0.1 0.3 0.1 0.29
```
Positions in Å, forces in eV/Å.

Computed properties:
Structure (SMILES): CN(C)C[C@H](N)CO
Orbital gap: 9.494 eV
Energy relative to the best compared isomer or geometry (same formula, charge and spin): 2.664 eV
Total energy: -383.602811 Ha
LUMO: 0.92 eV

2.
This record from OMol25 describes C5H14N2O as an isolated structure. The level of theory is the ωB97M-V functional and the def2-TZVPD basis.

```
22
Properties=species:S:1:pos:R:3:forces:R:3:mulliken_charge:R:1
C 0.11151 0.21700 1.34687 1.5 0.5 1.6 -0.46
O 3.16875 0.76695 -0.47705 -1.7 -0.6 1.1 -0.79
C 0.23186 -0.82637 0.24924 1.0 -1.5 -3.0 -0.09
C 0.06770 0.58032 -0.21089 -1.6 -0.2 3.9 -0.27
C -1.39390 1.07698 -0.42511 -0.5 0.1 -2.0 -0.54
C -3.30110 -0.49972 -0.45389 -1.4 2.2 -2.4 -0.76
N -2.24205 0.17084 0.24427 -0.8 -0.1 -1.0 -0.05
N 1.48626 -1.40687 -0.07856 0.5 -0.8 4.0 -0.25
H 1.00216 0.71469 1.84131 -1.0 -1.2 -0.5 0.36
H -0.74051 -0.20445 2.01285 1.4 1.7 -1.2 0.27
H 3.50197 1.06479 -1.31429 0.4 0.2 -0.8 0.25
H -0.62826 -1.49245 0.14183 0.4 0.0 0.4 0.35
H 5.85322 -0.61187 0.43244 -0.5 2.2 -0.4 0.09
H 0.99822 1.10854 -0.50450 -0.1 0.2 -0.2 0.47
H -1.57764 1.19680 -1.49620 -0.5 -0.4 -0.2 0.46
H -1.50198 2.16173 -0.09368 0.2 -1.2 0.6 0.37
H -4.19848 -0.71604 0.13559 0.7 -0.3 0.8 0.34
H -3.79182 0.13053 -1.34775 1.6 -1.0 1.4 0.32
H -3.03467 -1.46444 -0.98097 0.4 0.7 0.6 0.34
H 5.64679 0.17656 0.30366 0.5 -2.3 0.4 -0.09
H 1.88497 -2.15581 0.61908 -1.4 1.0 -2.0 0.38
H 2.23025 -0.68112 -0.13025 0.8 0.8 -1.1 0.28
```
Positions in Å, forces in eV/Å.

Computed properties:
Orbital gap (alpha / beta): 3.169 / 3.309 eV
Energy relative to the best compared isomer or geometry (same formula, charge and spin): 10.737 eV
Spin multiplicity: 2
Total energy: -382.981033 Ha
Charge: +1
LUMO (alpha / beta): -8.78 / -8.55 eV